Here is a structure of composition C31H37Br28Cl2N4O3S from OMol25. Energies are from wB97M-V/def2-TZVPD.

Properties
LUMO level	-0.135	Ha
Kohn-Sham gap	7.52	eV
charge	+1

Geometry as XYZ:
```
106
Properties=species:S:1:pos:R:3:mulliken_charge:R:1
C 3.55 1.14 -4.34 -0.763
C 2.53 -0.02 -4.56 0.266
N 3.00 -1.17 -4.83 -0.562
C 0.97 0.11 -4.50 0.145
C 0.41 0.54 -3.12 0.829
C 1.34 0.70 -2.02 -0.734
C 0.85 1.08 -0.67 -0.472
C 1.88 1.21 0.48 -1.255
C 2.38 -0.28 0.84 -0.320
C 2.98 -0.39 2.29 -0.633
C 2.48 -1.76 2.95 -0.777
S 3.78 -3.08 2.91 -0.270
C 3.42 -3.88 1.32 0.476
N 2.25 -3.90 0.64 -0.359
N 2.57 -4.60 -0.49 -0.334
C 3.83 -4.99 -0.46 0.003
O 4.43 -4.54 0.71 -0.168
C -0.60 1.27 -0.54 0.604
C -1.14 1.68 0.84 -0.561
Cl -1.65 3.40 1.05 -0.095
C -1.30 0.85 1.89 0.207
C -0.90 -0.65 1.82 -0.780
Cl -2.00 1.47 3.42 -0.113
C -1.49 1.09 -1.70 0.711
C -3.00 1.30 -1.41 -1.649
C -3.52 -0.02 -0.68 0.636
C -4.89 -0.56 -1.25 -1.247
O -2.53 -1.05 -0.96 -0.512
N -0.97 0.76 -2.94 0.102
C -1.84 0.60 -4.11 -0.634
C -2.27 -0.91 -4.37 0.302
O -3.19 -1.04 -5.09 -0.523
Br -1.39 -2.45 -3.56 -0.049
H 3.84 1.55 -5.34 0.015
H 3.12 1.91 -3.66 0.268
H 4.46 0.69 -3.87 0.313
H 2.22 -1.84 -4.99 -0.166
H 0.46 -0.83 -4.84 0.108
H 0.68 0.90 -5.27 0.325
H 2.43 0.53 -2.10 0.649
H 1.50 1.75 1.37 0.506
H 2.80 1.73 0.09 0.530
H 3.09 -0.62 0.04 0.399
H 1.47 -0.92 0.71 0.235
H 4.09 -0.53 2.17 0.463
H 2.75 0.50 2.92 0.345
H 1.61 -2.20 2.39 0.296
H 2.12 -1.61 4.00 0.431
H 4.43 -5.57 -1.19 0.405
H 0.13 -0.71 2.27 -0.072
H -0.93 -1.01 0.76 0.176
H -1.59 -1.20 2.50 0.641
H -3.14 2.12 -0.66 0.307
H -3.62 1.58 -2.29 0.643
H -3.51 0.09 0.44 0.296
H -4.64 -1.24 -2.11 0.306
H -5.39 -1.16 -0.45 0.377
H -5.53 0.27 -1.64 0.348
H -2.79 -1.88 -0.53 0.314
H -2.81 1.15 -4.00 0.355
H -1.40 1.02 -5.05 0.463
C -1.80 4.79 5.41 -0.095
Br -0.41 5.24 4.15 -0.046
Br -1.34 5.31 7.21 -0.010
Br -3.51 5.52 4.87 0.007
H -1.90 3.71 5.40 0.148
C 0.01 -1.70 -8.61 -0.383
Br 1.75 -1.01 -8.12 -0.055
Br -1.31 -1.39 -7.24 0.120
Br -0.56 -1.01 -10.32 -0.030
H 0.12 -2.77 -8.72 0.453
C -4.62 9.47 5.68 0.198
Br -2.84 10.17 6.01 0.011
Br -5.81 9.79 7.17 -0.014
Br -5.35 10.14 4.02 -0.042
H -4.52 8.40 5.57 -0.203
C 4.70 4.50 -6.57 -0.362
Br 3.84 3.12 -7.62 0.007
Br 3.67 4.96 -5.00 -0.018
Br 6.52 4.02 -6.12 0.014
H 4.75 5.39 -7.19 0.365
C 1.06 -4.97 -4.89 -0.127
Br 1.77 -4.73 -3.11 0.081
Br 1.52 -3.49 -6.05 0.077
Br 1.57 -6.66 -5.66 -0.012
H -0.03 -4.97 -4.80 0.074
C -4.83 5.19 9.37 -0.395
Br -4.67 3.56 8.34 -0.016
Br -3.89 5.06 11.06 0.021
Br -4.27 6.74 8.36 0.077
H -5.88 5.32 9.60 0.394
C -2.22 2.51 13.61 0.075
Br -0.66 2.46 12.47 0.000
Br -3.28 0.90 13.45 -0.006
Br -1.75 2.89 15.45 -0.003
H -2.84 3.33 13.27 -0.105
C 6.75 -7.02 2.95 -0.362
Br 7.31 -8.09 4.46 -0.020
Br 6.04 -8.11 1.52 -0.033
Br 5.51 -5.63 3.48 0.087
H 7.64 -6.52 2.57 0.387
C -2.54 -8.16 -5.32 -0.317
Br -1.80 -7.93 -3.55 -0.026
Br -2.08 -6.69 -6.49 -0.024
Br -2.04 -9.87 -6.09 -0.002
H -3.62 -8.16 -5.22 0.361
```